[1]
Entry from the Open Molecules 2025 dataset: a structure of composition C3H4AgFO3 (wB97M-V/def2-TZVPD).

XYZ file:
```
12
C3H4AgFO3 wB97M-V/def2-TZVPD
F -0.28238 -1.79151 2.18313
O -0.64004 -0.01925 -1.21258
C -0.03459 1.09078 -1.00236
C -0.32905 -0.87218 0.69789
O -0.42437 2.16866 -1.47104
O 0.81531 1.11754 0.03637
C 1.00505 -0.13373 0.70622
Ag -1.77653 1.10006 -3.04916
H -0.28505 -1.79292 0.10333
H -1.14882 -0.26447 1.10010
H 1.77560 -0.71038 0.18221
H 1.32487 0.10740 1.72589
```

Its calculated total energy is -589.18593 a.u. The orbital gap comes out at 7.9332 eV. The spin multiplicity is 1. The LUMO energy is -2.00 eV. As for the HOMO energy: -0.365 Ha.

Löwdin population analysis, charges in e, atoms 1 to 8: atom 1 (F): -0.3246, atom 2 (O): -0.1150, atom 3 (C): -0.7616, atom 4 (C): -0.0049, atom 5 (O): -0.0405, atom 6 (O): 0.0216, atom 7 (C): -0.1400, atom 8 (Ag): 0.8433

---

[2]
Entry from the Open Molecules 2025 dataset: the molecule C4H13N2P (wB97M-V/def2-TZVPD).

XYZ file:
```
20
C4H13N2P wB97M-V/def2-TZVPD
C 2.54617 1.01307 0.32971
N 1.21510 1.25984 0.69781
N 0.17823 0.50903 -0.19289
C 0.37793 0.98034 -1.42137
P -0.33451 -1.08353 0.19432
C -1.91029 -1.20924 -1.02735
C -1.19140 -0.44957 1.73169
H 2.49191 0.50905 -0.63932
H 3.04014 0.33625 1.15735
H 3.06761 1.94127 0.26944
H 0.71573 2.13775 0.23846
H 1.42897 1.30974 -1.60350
H -0.02845 0.53485 -2.32823
H -0.19322 2.06396 -1.51954
H -2.29290 -0.38171 -1.73518
H -1.81145 -1.96830 -1.65646
H -2.53371 -1.55026 -0.19225
H -1.87410 -1.25952 2.01833
H -0.63097 -0.07260 2.60582
H -1.97187 0.34987 1.62629
```

Its calculated total energy is -610.89645 a.u. The SMILES is CNN(C)P(C)C. The orbital gap comes out at 8.6171 eV. The spin multiplicity is 1. The LUMO energy is 1.00 eV. As for the HOMO energy: -0.280 Ha.

Löwdin population analysis, charges in e, atoms 1 to 8: atom 1 (C): -0.1846, atom 2 (N): -0.0987, atom 3 (N): -0.4968, atom 4 (C): -0.2846, atom 5 (P): 0.8934, atom 6 (C): -0.2347, atom 7 (C): -0.3413, atom 8 (H): 0.0572

---

[3]
Entry from the Open Molecules 2025 dataset: a cluster of 2 separate species, C3H13N3Si in total (wB97M-V/def2-TZVPD).

XYZ file:
```
20
C3H13N3Si wB97M-V/def2-TZVPD
C 2.64050 1.82673 -1.08348
C 1.66271 0.91761 -0.22697
C 0.20362 1.18477 -0.47162
N -1.32457 -1.31359 2.58435
N -2.92430 -2.03553 0.32399
N -0.24628 -2.63627 0.19173
Si -1.36389 -1.60301 0.84453
H 3.22155 2.36156 -0.38764
H 3.26767 1.21867 -1.67106
H 2.08923 2.56004 -1.71142
H 1.78984 -0.03144 -0.68618
H 1.96936 0.82930 0.77709
H -0.14168 1.25563 -1.51703
H -0.19473 2.03589 0.08751
H -2.02649 -1.36503 3.34236
H -0.78200 -0.41889 2.61448
H -3.84094 -2.06746 0.80112
H -2.97969 -2.60275 -0.53781
H 0.25788 -3.52565 0.41858
H 0.38856 -2.11962 -0.39300
```

Its calculated total energy is -575.80184 a.u. The orbital gap (spin up / spin down) comes out at 8.1241 / 7.0405 eV. The spin multiplicity is 1. The LUMO energy (spin up / spin down) is 0.37 / 0.59 eV. As for the HOMO energy (spin up / spin down): -0.285 / -0.237 Ha.

Löwdin population analysis, charges in e, atoms 1 to 8: atom 1 (C): -0.0883, atom 2 (C): -0.3369, atom 3 (C): -0.0744, atom 4 (N): -0.1218, atom 5 (N): -0.1091, atom 6 (N): -0.0912, atom 7 (Si): 0.3263, atom 8 (H): 0.0394

---

[4]
Entry from the Open Molecules 2025 dataset: a structure of composition C16H34O3OsP2S (wB97M-V/def2-TZVPD).

XYZ file:
```
57
C16H34O3OsP2S wB97M-V/def2-TZVPD
P -0.09701 -2.00977 -1.99534
P 0.12398 1.76468 -2.09297
C -0.42048 -0.78951 -3.32827
C 0.44164 0.48966 -3.39830
H -1.49921 -0.55570 -3.30888
H -0.24421 -1.35873 -4.25906
H 1.51826 0.24241 -3.37625
H 0.24016 1.02055 -4.34395
C -1.25425 2.68053 -2.88525
H -1.61937 3.45931 -2.19731
H -2.09282 2.00963 -3.12927
H -0.88690 3.15587 -3.80299
C 1.51970 2.91094 -2.32700
H 1.32797 3.51145 -3.22753
H 2.46913 2.37349 -2.43135
H 1.56914 3.57560 -1.45473
C -1.21921 -3.37900 -2.39887
H -1.19027 -4.12407 -1.59460
H -0.91562 -3.85409 -3.34166
H -2.24543 -3.00016 -2.49553
C 1.57051 -2.67260 -2.22590
H 2.32327 -1.88324 -2.36625
H 1.58813 -3.32376 -3.11347
H 1.86254 -3.27931 -1.35721
Os 0.25935 -0.44277 2.33593
C 0.84748 1.58479 1.50403
C -0.55628 1.49103 1.31738
C -1.46321 0.91356 0.27266
C -1.71950 -0.59280 -0.04671
C -0.55605 -1.59426 -0.33195
C 0.74299 -1.22083 0.47718
C 1.58686 -0.14534 -0.18797
C 1.96744 1.09658 0.63464
C 1.45814 -1.44810 3.50656
H 1.13899 2.32044 2.26141
H -1.09669 2.22152 1.93322
H -1.32001 1.46547 -0.68135
H -2.46740 1.27311 0.57603
H -2.26793 -1.01349 0.80903
H -2.43594 -0.61276 -0.88453
H -0.90680 -2.57042 0.06038
H 1.34413 -2.11308 0.70601
H 0.97116 0.19836 -1.05284
H 2.49281 -0.58974 -0.63589
H 2.85967 0.88297 1.24763
H 2.28018 1.90651 -0.04067
H 1.93179 -0.80429 4.26517
H 2.22117 -1.98130 2.91287
H 0.82718 -2.20201 4.02020
C -1.60494 0.28376 6.01463
S -1.14511 1.03545 4.45706
O -1.36630 -0.19242 3.45045
O -2.08579 2.07893 4.14228
O 0.28422 1.34595 4.46004
H -2.64904 -0.04428 5.94170
H -1.49808 1.06600 6.77398
H -0.94415 -0.56071 6.23337
```

Its calculated total energy is -2026.56963 a.u. The total charge is +2. The orbital gap (spin up / spin down) comes out at 7.0905 / 5.1223 eV. The spin multiplicity is 5. The LUMO energy (spin up / spin down) is -6.78 / -8.75 eV. Its expectation value of S² is 6.026. As for the HOMO energy (spin up / spin down): -0.510 / -0.510 Ha.

Löwdin population analysis, charges in e, atoms 1 to 8: atom 1 (P): 0.9410, atom 2 (P): 0.8537, atom 3 (C): -0.2888, atom 4 (C): -0.3675, atom 5 (H): 0.0999, atom 6 (H): 0.1149, atom 7 (H): 0.0862, atom 8 (H): 0.0992

---

[5]
Entry from the Open Molecules 2025 dataset: a cluster of 2 separate species, C4H7N3S in total (wB97M-V/def2-TZVPD).

XYZ file:
```
15
C4H7N3S wB97M-V/def2-TZVPD
C 1.62449 1.24674 0.44114
C -0.44638 -0.72475 0.56757
C 1.48690 -2.19950 0.04231
C -2.04769 1.42469 1.08044
N 2.52816 1.29203 1.17086
N 0.22353 -1.71665 0.41660
N 0.65145 1.32292 -0.35252
S -2.11542 -0.45940 0.74549
H 1.39900 -3.04146 -0.68236
H 2.34499 -2.28434 0.78204
H 1.88222 -1.42772 -0.59352
H -0.95354 1.79182 0.78326
H -2.18307 1.45951 2.13639
H -2.69040 2.11180 0.55753
H 0.77562 0.70165 -1.20572
```

Its calculated total energy is -718.90660 a.u. The orbital gap (spin up / spin down) comes out at 6.6714 / 6.6606 eV. The spin multiplicity is 1. The LUMO energy (spin up / spin down) is -1.40 / -1.40 eV. As for the HOMO energy (spin up / spin down): -0.297 / -0.296 Ha.

Löwdin population analysis, charges in e, atoms 1 to 8: atom 1 (C): -0.6330, atom 2 (C): -0.4306, atom 3 (C): -0.0916, atom 4 (C): -0.3067, atom 5 (N): 0.0675, atom 6 (N): 0.0091, atom 7 (N): 0.0088, atom 8 (S): 0.9190

---

[6]
Entry from the Open Molecules 2025 dataset: a structure of composition C15H12F6N4O6RhS3 (wB97M-V/def2-TZVPD).

XYZ file:
```
47
C15H12F6N4O6RhS3 wB97M-V/def2-TZVPD
Rh -0.44313 0.32835 0.34841
F -4.68608 0.09069 0.67378
C -3.80003 0.81070 1.33448
F -2.94733 1.36090 0.43167
F -4.40761 1.83559 1.91895
S -2.79551 -0.18514 2.61550
O -1.47938 0.40575 2.40918
O -3.41041 0.06554 3.85961
N -2.87991 -1.67384 2.12581
S -1.89670 -2.01317 0.95416
O -2.15475 -1.20561 -0.22642
O -0.49645 -2.04756 1.28999
C -2.38829 -3.75656 0.46814
F -2.13059 -4.60856 1.44198
F -1.67206 -4.10164 -0.60248
F -3.66737 -3.82023 0.15534
S -0.73362 0.93723 -1.93693
C 0.28109 2.31322 -2.05633
N 1.55967 2.25078 -1.56856
C 2.40011 3.28326 -1.70398
C 1.98006 4.42174 -2.35041
C 0.65104 4.43256 -2.80994
N -0.15353 3.40875 -2.65794
H 1.83386 1.40663 -1.04658
H 3.38955 3.17018 -1.28453
H 2.63379 5.26400 -2.49632
H 0.22976 5.29210 -3.31491
O 2.92055 -0.94004 1.73702
C 2.29604 -0.93731 0.71274
O 1.69333 0.00295 0.11051
C 2.29056 -2.25882 -0.12217
C 1.28190 -2.50156 -1.03362
C 1.31255 -3.68330 -1.76042
C 2.35108 -4.57839 -1.57914
C 3.35578 -4.31541 -0.66799
C 3.32699 -3.15153 0.08677
H 0.46882 -1.79652 -1.18338
H 0.52757 -3.88360 -2.47124
H 2.36993 -5.49727 -2.14631
H 4.16705 -5.01118 -0.51924
H 4.09404 -2.95395 0.81673
C -1.07571 4.33969 2.24933
C -0.49777 3.23061 1.58102
N -0.00757 2.38795 0.96670
H -1.75775 3.98777 3.02389
H -1.63295 4.93579 1.52328
H -0.30061 4.95846 2.70381
```

Its calculated total energy is -3153.21025 a.u. The total charge is +1. The orbital gap (spin up / spin down) comes out at 7.0703 / 4.5165 eV. The spin multiplicity is 5. The LUMO energy (spin up / spin down) is -4.53 / -7.04 eV. Its expectation value of S² is 6.019. As for the HOMO energy (spin up / spin down): -0.426 / -0.425 Ha.

Löwdin population analysis, charges in e, atoms 1 to 8: atom 1 (Rh): 1.0900, atom 2 (F): 0.1735, atom 3 (C): -0.6338, atom 4 (F): 0.0318, atom 5 (F): 0.1570, atom 6 (S): 0.6243, atom 7 (O): -0.3844, atom 8 (O): -0.2027

---

[7]
Entry from the Open Molecules 2025 dataset: a structure of composition C35H33ClN4Si2V (wB97M-V/def2-TZVPD).

XYZ file:
```
76
C35H33ClN4Si2V wB97M-V/def2-TZVPD
C -1.24612 -2.59642 -0.36673
C -1.75422 -1.69859 -1.34005
C -1.50689 -2.23732 -2.65890
H -2.38114 -0.80529 -1.13064
C -0.88244 -3.52405 -2.48188
C -0.67015 -3.72660 -1.05354
H -0.20800 -4.61090 -0.58337
H -1.38005 -2.51088 0.75602
H -1.91184 -1.84806 -3.61325
H -0.65031 -4.23570 -3.30008
V 0.42697 -1.94151 -1.95444
Si 1.75065 3.92177 -3.86219
C 0.51444 4.89118 -4.88340
C 0.90989 5.25512 -6.17387
H 1.93794 5.11805 -6.51412
C -0.06344 5.74982 -7.03687
H 0.20290 5.97691 -8.06837
C -1.37404 5.92789 -6.56568
H -2.14016 6.25999 -7.26520
C -1.69942 5.71554 -5.22072
H -2.69239 5.96693 -4.83007
C -0.75603 5.17490 -4.35573
H -0.99920 4.96759 -3.30569
C 1.31124 2.19640 -3.74650
C -0.00883 1.90291 -3.41170
H -0.81948 2.63335 -3.37207
C -0.32913 0.56369 -3.14498
H -1.29322 0.28952 -2.73022
C 0.87995 -0.21896 -2.90065
H 0.53895 -2.00994 -3.42471
C 2.15261 -0.07703 -3.60412
H 2.94619 -0.82936 -3.43718
C 2.34424 1.28138 -3.98986
H 3.30408 1.56310 -4.46638
H 1.74213 4.51078 -2.51559
Si 0.35152 -0.91930 -4.46248
C 0.21146 -2.49533 -5.68443
C -0.72944 -2.59218 -6.71593
H -1.52918 -1.84118 -6.75318
C -0.64851 -3.57942 -7.71574
H -1.46224 -3.70567 -8.45352
C 0.47604 -4.44066 -7.71799
H 0.54955 -5.21326 -8.48886
C 1.45765 -4.33113 -6.71608
H 2.31429 -5.00944 -6.68022
C 1.31724 -3.35828 -5.70335
H 2.07833 -3.25194 -4.92722
C 0.16884 0.25860 -6.01812
C -1.01861 0.97826 -6.21386
H -1.88859 0.81305 -5.54747
C -1.12418 1.95179 -7.20715
H -2.06328 2.48604 -7.36382
C -0.02201 2.25089 -8.01610
H -0.09354 3.03012 -8.75357
C 1.15596 1.52714 -7.84497
H 2.01013 1.74164 -8.49565
C 1.24694 0.50970 -6.88932
H 2.17721 -0.08108 -6.82259
H 2.96396 4.00967 -4.36295
Cl 2.14057 -3.36678 -2.56433
N 0.92702 1.30377 1.01338
C -0.05512 2.08555 0.41270
C -0.68320 1.28736 -0.49508
N -0.03237 0.06834 -0.55916
C 0.95781 0.12306 0.33315
C 1.78195 -1.02518 0.60965
N 1.63675 -2.20302 0.02048
C 2.53710 -3.06704 0.67282
C 3.30854 -2.35823 1.56715
N 2.74330 -1.06142 1.58792
H 1.55599 1.53752 1.81891
H -0.19267 3.16119 0.63506
H -1.55765 1.56810 -1.10374
H 2.54621 -4.13996 0.46324
H 4.20927 -2.61499 2.15263
H 2.95368 -0.27222 2.19764
```

Its calculated total energy is -3554.98781 a.u. The total charge is +2. The orbital gap (spin up / spin down) comes out at 6.0317 / 6.0337 eV. The spin multiplicity is 2. The LUMO energy (spin up / spin down) is -7.49 / -7.49 eV. Its expectation value of S² is 0.770. As for the HOMO energy (spin up / spin down): -0.497 / -0.497 Ha.

Löwdin population analysis, charges in e, atoms 1 to 8: atom 1 (C): -0.0659, atom 2 (C): -0.1193, atom 3 (C): -0.2162, atom 4 (H): 0.1406, atom 5 (C): -0.1590, atom 6 (C): -0.0931, atom 7 (H): 0.1406, atom 8 (H): 0.1635

---

[8]
Entry from the Open Molecules 2025 dataset: a structure of composition As2CsF12 (wB97M-V/def2-TZVPD).

XYZ file:
```
15
As2CsF12 wB97M-V/def2-TZVPD
Cs -0.47338 0.30497 -0.26868
As -1.45068 2.62713 3.06725
F -1.65298 0.89180 3.15601
F -0.49229 2.44892 1.59497
F -1.18257 4.36244 3.11215
F -2.34777 2.81570 4.56022
F 0.01422 2.42688 4.02035
F -2.89715 2.78473 2.10009
As 1.53786 -2.64262 -3.01449
F 0.26075 -1.65951 -2.33006
F 2.91310 -1.73064 -2.38240
F 2.63694 -3.77654 -3.79967
F 0.18419 -3.54909 -3.74366
F 1.52208 -1.65963 -4.45699
F 1.42769 -3.64453 -1.61510
```

Its calculated total energy is -5690.50721 a.u. The total charge is -1. The orbital gap comes out at 11.3692 eV. The spin multiplicity is 1. The LUMO energy is 1.68 eV. As for the HOMO energy: -0.356 Ha.

Löwdin population analysis, charges in e, atoms 1 to 8: atom 1 (Cs): 1.1124, atom 2 (As): 0.7455, atom 3 (F): -0.2914, atom 4 (F): -0.4412, atom 5 (F): -0.2687, atom 6 (F): -0.2699, atom 7 (F): -0.2770, atom 8 (F): -0.2665